Entry 1:
ORCA calculation (ωB97M-V/def2-TZVPD) on a cluster of 12 separate species, C40H112O40P8 in total.

Properties
Net charge: 0
Multiplicity: 1
SMILES string: COP(=O)(OC)OC.COP(=O)(OC)OC.COP(=O)(OC)OC.COP(=O)(OC)OC.COP(=O)(OC)OC.COP(=O)(OC)OC.COP(=O)(OC)OC.COP(=O)(OC)OC.COCCOC.COCCOC.COCCOC.COCCOC
DFT total energy in Eh: -7332.16648
Gap between HOMO and LUMO in eV: 9.7

Cartesian coordinates (Å):
C: 0.2333 7.7605 -1.2080
O: 0.4779 6.5538 -2.0763
P: 1.4789 6.6285 -3.3195
O: 1.9631 7.9966 -3.5331
O: 2.5165 5.4926 -2.9132
C: 3.1319 5.5604 -1.6401
O: 0.7187 5.9125 -4.5303
C: 0.4763 4.4606 -4.5281
H: 0.8060 7.5888 -0.3048
H: -0.8348 7.6699 -1.1225
H: 0.4906 8.6683 -1.7313
H: 3.9453 4.8306 -1.5767
H: 2.4011 5.2560 -0.8955
H: 3.5427 6.5272 -1.4235
H: 0.4544 4.0779 -3.5035
H: 1.3311 3.9318 -5.0213
H: -0.5330 4.3797 -4.9965
C: 1.2027 -5.9382 -0.2929
O: 0.3389 -6.4048 0.7571
P: 0.0483 -5.7035 2.1554
O: -0.4935 -6.5654 3.2031
O: -0.8061 -4.4572 1.7275
C: -1.1482 -3.5652 2.7968
O: 1.5276 -5.0326 2.4823
C: 2.5092 -6.0348 2.8098
H: 0.8180 -6.3328 -1.2171
H: 2.2267 -6.2524 -0.1508
H: 1.1901 -4.8663 -0.3611
H: -1.9174 -2.8766 2.4016
H: -0.3414 -2.9740 3.0329
H: -1.5909 -4.1121 3.6652
H: 2.7468 -6.5752 1.9160
H: 2.1174 -6.6718 3.5532
H: 3.4050 -5.5643 3.1910
C: -4.9784 -3.0906 4.2704
O: -4.7410 -1.6747 4.1786
P: -5.8012 -0.7300 3.4637
O: -5.5446 0.6876 3.7808
O: -7.3098 -1.2287 3.8566
C: -8.2716 -0.3869 4.5228
O: -5.7672 -1.1463 1.9404
C: -4.5821 -0.8713 1.2106
H: -4.9491 -3.4367 5.3211
H: -4.1053 -3.6591 3.8248
H: -5.8710 -3.4172 3.7981
H: -9.0970 -0.1262 3.8657
H: -7.8107 0.4842 4.8664
H: -8.7455 -0.9460 5.3262
H: -4.1994 0.1567 1.3238
H: -4.8480 -0.9569 0.1626
H: -3.8400 -1.7031 1.4763
C: -1.4267 1.4196 -3.1388
O: -2.3823 2.2925 -2.4394
P: -3.4504 3.1511 -3.3214
O: -3.0215 3.3223 -4.7676
O: -4.8220 2.4525 -3.0092
C: -5.0692 2.0345 -1.6548
O: -3.6798 4.5176 -2.5985
C: -2.8656 5.6413 -2.9477
H: -1.9144 0.9273 -3.9967
H: -0.9881 0.7795 -2.4087
H: -0.6618 2.1665 -3.4585
H: -4.2228 1.5705 -1.2451
H: -5.8864 1.3664 -1.6369
H: -5.2920 2.9213 -1.0816
H: -2.8019 5.6503 -3.9996
H: -1.9366 5.6129 -2.4649
H: -3.3208 6.5351 -2.6013
C: -1.2395 3.5436 0.5685
O: 0.0077 3.9570 1.1061
P: 0.3803 3.4933 2.5642
O: 0.2906 2.0388 2.7940
O: 1.8781 3.9487 2.7086
C: 2.9363 3.3326 1.9306
O: -0.4231 4.3959 3.5122
C: -0.2679 4.3098 4.9742
H: -1.8606 2.9980 1.2821
H: -0.9686 2.8483 -0.2070
H: -1.7626 4.3961 0.2314
H: 2.6872 3.2910 0.8848
H: 3.2276 2.3795 2.4118
H: 3.8263 4.0462 1.9552
H: -1.2081 4.6846 5.3093
H: 0.6089 4.8593 5.2830
H: -0.2752 3.3011 5.2274
C: -5.2447 -4.2589 -1.9259
O: -5.4785 -3.4161 -3.1146
P: -5.4928 -1.8135 -2.9496
O: -4.3014 -1.2299 -2.3793
O: -5.8391 -1.4662 -4.4836
C: -5.5819 -0.2392 -5.1316
O: -6.7589 -1.4211 -2.0709
C: -8.0012 -1.8880 -2.5537
H: -4.2771 -4.0030 -1.5940
H: -5.2019 -5.3030 -2.2075
H: -5.9751 -4.0311 -1.1726
H: -4.6522 0.0448 -4.6012
H: -6.4712 0.3608 -5.0994
H: -5.3290 -0.3570 -6.2183
H: -8.7599 -1.5874 -1.8137
H: -8.0518 -2.9908 -2.7108
H: -8.2368 -1.4781 -3.5449
C: 7.2513 -3.2268 -3.9822
O: 7.0958 -2.4931 -2.7957
P: 5.7397 -1.7419 -2.4575
O: 5.9365 -0.8480 -1.3110
O: 5.1623 -1.0640 -3.8315
C: 5.8251 0.0389 -4.4260
O: 4.7954 -2.9719 -2.2089
C: 3.9436 -2.9630 -1.1088
H: 6.7336 -4.1740 -3.9557
H: 8.2957 -3.4632 -4.1066
H: 6.8701 -2.7835 -4.8592
H: 5.4462 1.0079 -4.0732
H: 5.6042 -0.0077 -5.4775
H: 6.9510 -0.0355 -4.3029
H: 3.9557 -3.9335 -0.5263
H: 2.9456 -2.7990 -1.4250
H: 4.2329 -2.2292 -0.3665
C: -0.4865 -2.6702 -4.1192
O: -0.5957 -2.7268 -5.5900
P: -1.8067 -1.8763 -6.1774
O: -1.9080 -0.5019 -5.6437
O: -1.6726 -2.2039 -7.7066
C: -2.5924 -1.3948 -8.5944
O: -3.1926 -2.5962 -5.7037
C: -3.6414 -3.8467 -6.2292
H: -1.2601 -3.3372 -3.6673
H: -0.6199 -1.6280 -3.7820
H: 0.4263 -3.1419 -3.7877
H: -1.9091 -0.7696 -9.2019
H: -3.2017 -0.7562 -7.9999
H: -3.1414 -2.0603 -9.2680
H: -4.6740 -3.9075 -5.9249
H: -3.0491 -4.6795 -5.8313
H: -3.5602 -3.9667 -7.3249
C: 6.2575 1.6934 -0.0992
O: 5.9770 3.0321 0.2903
C: 7.1145 3.7510 0.6753
C: 6.7481 5.0731 1.2146
O: 5.8166 5.1448 2.3313
C: 6.2594 4.4079 3.4333
H: 6.9574 1.5793 -0.9582
H: 5.3652 1.1255 -0.3105
H: 6.6933 1.1087 0.7487
H: 7.7351 4.0163 -0.2060
H: 7.7710 3.1717 1.3471
H: 6.2634 5.6550 0.4599
H: 7.7098 5.6144 1.4937
H: 7.2404 4.8004 3.6549
H: 6.3286 3.3475 3.1186
H: 5.6689 4.6198 4.2867
C: 2.4607 -3.5215 5.7604
O: 3.2959 -3.2961 4.6346
C: 3.0009 -2.0769 4.0628
C: 3.6289 -1.9420 2.6474
O: 4.9914 -1.5006 2.5693
C: 5.1421 -0.1747 2.9534
H: 2.7609 -4.4152 6.2723
H: 1.4056 -3.6688 5.4469
H: 2.4833 -2.5893 6.3048
H: 3.4132 -1.2489 4.6668
H: 1.9141 -1.9508 3.9374
H: 2.9913 -1.2511 2.0286
H: 3.5383 -2.8687 2.1303
H: 4.8357 0.0395 3.9794
H: 4.4412 0.5205 2.3956
H: 6.1776 0.1028 2.7667
C: -1.0061 0.0026 4.0640
O: -1.2912 -1.1908 4.7646
C: -2.0363 -0.8640 5.9414
C: -1.7782 -1.9436 6.9979
O: -0.4356 -2.1738 7.3949
C: 0.0491 -1.0866 8.1306
H: -1.8447 0.6129 3.8721
H: -0.4071 -0.2447 3.1499
H: -0.3158 0.6694 4.6331
H: -3.0884 -0.8134 5.7782
H: -1.7700 0.1180 6.3392
H: -2.0975 -2.8829 6.5756
H: -2.3732 -1.7003 7.8617
H: -0.5317 -0.9443 9.0428
H: 0.1777 -0.1444 7.6233
H: 1.0091 -1.4274 8.5818
C: 2.5402 0.9846 -2.1156
O: 1.9567 -0.1218 -1.5849
C: 1.3641 0.0583 -0.3638
C: 0.4204 -1.0893 -0.0831
O: -0.7259 -1.0473 -0.8430
C: -1.5500 -2.1514 -0.6944
H: 2.9618 0.7242 -3.1025
H: 3.3580 1.3813 -1.4730
H: 1.9092 1.8314 -2.3745
H: 0.7996 1.0158 -0.3084
H: 2.0266 0.0249 0.4785
H: 0.3796 -1.2015 0.9745
H: 0.9928 -2.0592 -0.3203
H: -1.9988 -2.1959 0.3250
H: -1.1016 -3.0988 -0.8017
H: -2.2923 -2.0210 -1.4633

***

Entry 2:
ORCA calculation (ωB97M-V/def2-TZVPD) on a cluster of 14 separate species, C40H114N6O14 in total.

Properties
Net charge: 0
Multiplicity: 1
Energy above the lowest of the compared OMol25 structures with the same formula, charge and spin in kcal per mole: 92.3
DFT total energy in Eh: -2974.01317
Gap between HOMO and LUMO in eV: 9.2

Cartesian coordinates (Å):
C: -6.8519 -0.8828 -2.5067
C: -5.4270 -0.3361 -2.5996
O: -4.8141 -0.0636 -1.3725
H: -7.2961 -1.2834 -3.4518
H: -7.5492 -0.1561 -2.1243
H: -6.9417 -1.7041 -1.7144
H: -5.4519 0.5087 -3.2828
H: -4.7867 -1.0495 -3.1548
H: -5.4408 0.0441 -0.6720
C: -2.2202 4.2690 0.1930
C: -2.2852 3.0624 -0.8015
O: -3.1200 2.1050 -0.1390
H: -1.7900 5.1440 -0.3253
H: -1.5571 4.0045 1.0700
H: -3.1516 4.5724 0.6016
H: -1.3726 2.5951 -0.9735
H: -2.8122 3.4457 -1.6332
H: -3.1824 1.2550 -0.5636
C: -1.0593 6.0273 -3.2391
C: -0.3077 6.4182 -4.5213
O: -0.9338 7.5898 -5.1357
H: -2.1168 5.9581 -3.5833
H: -0.9536 6.8950 -2.4852
H: -0.8425 4.9925 -2.8860
H: -0.2701 5.5652 -5.1910
H: 0.7344 6.6044 -4.2104
H: -1.8548 7.3836 -5.1684
C: -6.5928 -1.1739 2.1617
C: -5.6164 -0.5672 3.1763
O: -4.3084 -0.9860 2.9363
H: -7.5196 -0.6253 2.0692
H: -6.6841 -2.2043 2.3708
H: -6.0197 -1.1464 1.2265
H: -5.9392 -0.8662 4.1917
H: -5.5607 0.5588 3.2069
H: -3.6897 -0.2599 3.0504
C: 3.8966 -2.7150 2.6216
C: 5.0851 -2.6118 3.5796
O: 4.9657 -1.3811 4.3012
H: 2.9572 -2.7769 3.1640
H: 3.9194 -3.6133 1.9684
H: 3.7353 -1.8044 2.0009
H: 6.0194 -2.5742 3.0474
H: 5.1593 -3.4369 4.2156
H: 5.2949 -1.5077 5.1526
C: -0.5807 0.5635 -6.5371
C: -1.5810 1.6824 -6.5295
O: -0.8850 2.5704 -5.6559
H: -0.4690 0.1149 -5.5853
H: 0.3814 0.8930 -6.7721
H: -0.7453 -0.3223 -7.2528
H: -2.5740 1.3038 -6.0863
H: -1.7697 2.0623 -7.4867
H: -1.2342 3.4969 -5.5968
C: -3.4569 3.0202 4.1757
C: -2.4432 2.2062 3.3939
O: -3.0901 1.2519 2.6451
H: -3.9163 2.4205 4.9811
H: -4.2652 3.3083 3.5282
H: -3.0687 3.8833 4.6021
H: -1.7113 1.6856 3.9879
H: -1.8520 2.8326 2.7802
H: -3.0646 1.5308 1.7259
C: 0.9406 5.2248 3.2781
C: 1.3880 3.7929 3.2929
O: 1.0415 3.1514 4.5039
H: -0.1639 5.2233 3.3864
H: 1.1943 5.8225 2.4072
H: 1.3628 5.8391 4.2245
H: 2.4810 3.7879 3.1674
H: 1.0951 3.2716 2.4149
H: 1.2088 2.1672 4.4047
C: 1.3316 -4.6897 -0.6460
C: 1.2277 -6.1921 -0.7566
C: 2.5660 -6.9162 -0.8602
O: 2.4523 -8.3141 -0.9586
C: 3.5018 -9.1577 -1.2631
N: 0.5001 -6.6603 0.4531
H: 0.3614 -4.2754 -0.3735
H: 1.6057 -4.1811 -1.5582
H: 2.0925 -4.4272 0.1056
H: 0.6020 -6.4697 -1.6004
H: 3.1439 -6.6550 0.0435
H: 3.0675 -6.4833 -1.7664
H: 4.2724 -8.6825 -1.8758
H: 2.9942 -9.9069 -1.9015
H: 4.0141 -9.6194 -0.4355
H: 0.4322 -7.6992 0.3983
H: 1.0463 -6.4177 1.3406
C: 1.7453 0.4485 6.8834
C: 1.6068 -0.4690 5.6736
C: 0.1748 -0.7097 5.4193
O: 0.0866 -1.3896 4.2255
C: -1.2371 -1.9297 4.0351
N: 2.1183 0.2958 4.5432
H: 1.2880 -0.0364 7.6972
H: 1.2530 1.4274 6.7255
H: 2.8187 0.6417 7.1393
H: 2.0413 -1.4090 5.8219
H: -0.4762 0.2660 5.3740
H: -0.2703 -1.2494 6.2806
H: -1.3084 -2.1499 2.9647
H: -2.0202 -1.2187 4.2733
H: -1.3260 -2.8280 4.6687
H: 3.0987 0.5310 4.6383
H: 1.9560 -0.2601 3.6880
C: -2.5592 -3.2350 -1.7447
C: -3.3790 -3.1495 -0.4516
C: -3.5213 -4.5891 0.1934
O: -4.0310 -5.6135 -0.5790
C: -5.3679 -5.4851 -0.9335
N: -2.6179 -2.3910 0.4945
H: -1.5437 -3.5349 -1.5904
H: -2.4588 -2.2465 -2.1265
H: -2.9823 -3.7998 -2.5491
H: -4.4083 -2.7789 -0.5872
H: -4.1027 -4.5350 1.1083
H: -2.5076 -4.9642 0.4388
H: -5.5296 -4.7380 -1.7251
H: -6.0081 -5.0513 -0.1595
H: -5.7902 -6.4039 -1.2529
H: -2.5662 -1.4182 0.1488
H: -3.1872 -2.2678 1.3649
C: 5.7291 -0.2914 -0.2658
C: 4.9642 0.9912 0.1923
C: 5.6281 2.2455 -0.2405
O: 6.8080 2.3946 0.4990
C: 7.1840 3.7035 0.7131
N: 3.5319 0.8874 -0.2590
H: 5.8748 -0.3443 -1.3075
H: 5.1057 -1.2167 0.0464
H: 6.5994 -0.4252 0.3845
H: 5.0058 0.9503 1.2740
H: 4.8790 3.0614 -0.0721
H: 5.8762 2.2533 -1.3490
H: 6.3785 4.3316 1.0435
H: 7.5373 4.2123 -0.2178
H: 8.0692 3.6445 1.3518
H: 3.0305 0.2821 0.3876
H: 3.5346 0.3443 -1.0849
C: 0.3842 0.9031 1.2936
C: 0.1715 -0.5071 0.6260
C: 0.2343 -0.5386 -0.8430
O: -0.9868 0.1250 -1.2811
C: -1.2490 0.4976 -2.6003
N: 1.1920 -1.4886 1.0618
H: -0.4779 1.4799 0.9761
H: 1.3253 1.3967 1.0369
H: 0.3192 0.7555 2.3467
H: -0.8608 -0.7861 0.8595
H: 0.2846 -1.5577 -1.2015
H: 1.0375 0.0634 -1.1805
H: -0.6258 1.2886 -3.0155
H: -2.2883 0.8931 -2.6609
H: -1.2488 -0.3704 -3.2815
H: 1.2278 -2.2970 0.4722
H: 0.9677 -1.7382 1.9867
C: 2.8246 0.6310 -4.4473
C: 2.1206 1.9654 -4.7164
C: 2.4054 3.0249 -3.6374
O: 1.7058 2.7498 -2.4890
C: 1.8951 3.6978 -1.4877
N: 2.6289 2.3669 -6.0568
H: 2.7505 0.4349 -3.3531
H: 3.8676 0.6549 -4.7086
H: 2.4429 -0.1971 -5.0610
H: 1.0284 1.8583 -4.7141
H: 2.1059 3.9773 -3.9974
H: 3.4906 3.0394 -3.5657
H: 1.2172 3.4624 -0.6808
H: 1.6551 4.7352 -1.7706
H: 2.8960 3.6232 -1.1735
H: 3.6305 2.4365 -5.9641
H: 2.3221 3.3265 -6.2809

***

no.,maximum force (hartree/bohr),E_LUMO (Eh)
1,0.0653,0.0139
2,0.0760,0.0135